[1]
2 unconnected molecules or ions with the total composition C18H19BF2NO8. Source: the Open Molecules 2025 dataset; level of theory: ωB97M-V/def2-TZVPD.

Structure (XYZ):
```
49
Properties=species:S:1:pos:R:3:forces:R:3:mulliken_charge:R:1
C -2.890 1.562 -4.171 -0.585 -0.438 0.661 -0.51
O -1.582 0.890 -4.306 -1.323 0.088 1.346 -0.44
C -1.321 0.067 -3.102 0.112 -0.380 0.146 0.45
C -0.467 -1.250 -3.596 -0.207 -0.698 0.569 -0.60
C 0.956 -1.401 -2.777 0.276 1.283 0.172 -0.63
C 0.759 -2.051 -1.248 0.895 0.831 -0.328 -0.33
C 1.732 -1.190 -0.230 1.332 2.222 2.648 0.33
C 3.401 -1.276 -0.244 -1.770 2.281 2.314 -0.46
C 4.359 -0.362 0.772 -4.429 -0.039 -0.419 -0.69
C 3.659 0.698 1.860 -1.767 -1.876 -2.700 0.47
C 4.601 1.631 2.823 -1.360 -1.312 2.489 -0.38
C 3.927 1.571 4.473 -0.125 3.547 1.312 0.04
C 3.773 3.127 5.228 1.194 -4.832 -1.393 -0.47
O 4.904 1.998 5.617 -4.117 1.158 -3.204 -0.44
C 2.020 0.749 1.849 1.485 -1.294 -1.863 0.07
C 1.077 -0.152 0.856 3.412 0.088 0.053 -0.09
C -0.468 0.243 1.232 -2.946 -0.559 -1.723 0.19
O -1.626 0.099 0.584 7.741 0.887 4.341 -0.42
N -0.289 0.849 2.640 0.616 3.501 -1.634 -0.27
C 1.006 1.682 2.737 0.674 1.863 0.666 0.20
O 1.163 2.855 3.357 -1.146 -7.483 -3.724 -0.58
H -3.050 2.395 -4.979 0.684 -1.698 1.458 0.24
H -2.954 2.046 -3.084 -0.103 -0.957 -2.340 0.24
H -3.727 0.724 -4.302 1.582 1.945 0.459 0.22
H -2.347 -0.253 -2.581 2.312 0.658 -1.196 -0.17
H -0.671 0.715 -2.351 -1.334 -1.314 -1.364 0.07
H -0.328 -1.177 -4.772 -0.139 -0.105 2.596 0.33
H -1.092 -2.233 -3.342 1.165 2.160 -0.754 0.20
H 1.364 -0.296 -2.587 -0.812 -2.318 -0.524 0.32
H 1.804 -1.947 -3.383 -1.829 0.839 1.201 0.30
H -0.382 -1.922 -0.977 2.486 -0.349 -0.165 0.28
H 1.116 -3.174 -1.218 -0.944 2.263 -0.027 0.33
H 3.865 -2.029 -1.039 -0.941 1.885 2.014 0.26
H 5.527 -0.479 0.651 -2.692 0.377 0.470 0.23
H 4.644 2.764 2.535 -0.054 -2.401 0.360 0.31
H 5.640 1.133 3.034 -1.896 1.094 -1.002 0.27
H 3.033 0.722 4.703 2.915 2.381 -0.500 0.31
H 4.189 4.000 4.561 -0.901 -1.837 1.807 0.23
H 2.905 3.210 6.015 2.168 0.025 -1.701 0.26
H -1.008 1.583 2.891 0.291 -1.532 -0.517 0.36
B -5.975 -1.013 0.055 -1.734 1.870 1.361 0.61
O -5.273 -0.854 -1.223 0.769 -1.079 -0.333 -0.38
C -4.558 -1.969 -1.424 0.632 2.805 -3.444 0.79
O -3.854 -2.164 -2.402 -0.564 0.079 0.974 -0.66
C -4.754 -2.876 -0.327 -0.463 -3.146 3.486 0.45
O -4.245 -3.979 -0.205 -0.441 1.242 -0.326 -0.64
O -5.591 -2.333 0.567 0.780 -0.505 -0.864 -0.42
F -7.413 -0.956 -0.154 1.695 -0.005 0.274 -0.38
F -5.562 0.025 0.986 -0.594 -1.220 -1.131 -0.39
```
Positions in Å, forces in eV/Å.

**Charge**: -1
**2S+1**: 1
**Gap between HOMO and LUMO**: 7.37 eV
**Molecular weight**: 426.16 g mol⁻¹

---

[2]
2 unconnected molecules or ions with the total composition C4H12. Source: the Open Molecules 2025 dataset; level of theory: ωB97M-V/def2-TZVPD.

Structure (XYZ):
```
16
Properties=species:S:1:pos:R:3:forces:R:3:mulliken_charge:R:1
C -0.643 1.676 0.233 2.978 -3.697 -2.237 -0.57
C -1.294 1.878 1.501 -0.821 -2.849 3.172 -0.88
H 0.337 1.048 0.422 -1.617 1.274 -0.606 0.11
H -1.214 1.025 -0.548 0.609 1.182 1.600 0.20
H -0.343 2.554 -0.269 0.290 1.161 -0.585 0.35
H -2.232 2.324 1.299 -1.464 0.099 0.429 0.28
H -0.825 2.483 2.273 0.562 0.302 -0.409 0.30
H -1.348 0.794 2.058 -0.590 2.598 -1.294 0.20
C 0.715 -2.375 -0.427 -0.891 0.561 -1.855 -0.72
C 1.133 -1.135 -1.275 2.235 -0.594 -1.439 -0.76
H 0.751 -2.184 0.630 0.461 0.223 0.482 0.26
H -0.398 -2.382 -0.626 1.148 -1.444 0.041 0.21
H 1.392 -3.256 -0.688 -1.586 0.906 0.333 0.27
H 1.975 -0.686 -0.749 -0.146 0.634 -0.045 0.25
H 0.363 -0.399 -1.517 0.024 -0.218 0.507 0.19
H 1.632 -1.364 -2.318 -1.193 -0.137 1.905 0.30
```
Positions in Å, forces in eV/Å.

**SMILES string**: CC.CC
**ΔE to the lowest compared entry with this formula, charge and spin**: 30.6 kcal/mol
**2S+1**: 1
**Gap between HOMO and LUMO**: 12.23 eV
**Molecular weight**: 60.14 g mol⁻¹

---

[3]
A single C4H9NO2 molecule. Source: the Open Molecules 2025 dataset; level of theory: ωB97M-V/def2-TZVPD.

Structure (XYZ):
```
16
Properties=species:S:1:pos:R:3:forces:R:3:mulliken_charge:R:1
C -1.890 -0.921 -0.534 -0.044 -0.029 0.014 -1.54
C -0.581 -0.147 -0.453 -0.077 -0.103 -0.095 0.47
O -0.824 1.271 -0.797 -0.043 0.042 0.254 -0.69
C 0.060 -0.298 0.875 0.011 -0.184 0.013 -0.97
N 1.470 -0.266 0.877 0.234 0.240 -0.057 0.16
C 2.218 0.655 0.340 -0.026 -0.117 -0.017 -0.07
O 1.745 1.740 -0.235 -0.087 -0.205 0.058 -0.51
H -1.694 -1.996 -0.460 -0.038 0.173 -0.037 0.37
H -2.409 -0.721 -1.476 0.085 0.008 0.131 0.36
H -2.552 -0.643 0.296 0.102 -0.011 -0.120 0.38
H 0.075 -0.454 -1.286 -0.048 0.011 0.160 0.25
H -1.333 1.611 -0.045 0.093 0.001 -0.112 0.44
H 0.749 1.703 -0.332 0.004 0.009 -0.148 0.46
H -0.310 -1.094 1.510 0.034 0.015 -0.115 0.24
H 1.978 -1.006 1.351 -0.060 0.143 -0.032 0.27
H 3.298 0.567 0.369 -0.141 0.008 0.104 0.38
```
Positions in Å, forces in eV/Å.

**ΔE to the lowest compared entry with this formula, charge and spin**: 72.8 kcal/mol
**2S+1**: 1
**Gap between HOMO and LUMO**: 7.45 eV
**Molecular weight**: 103.12 g mol⁻¹

---

[4]
2 unconnected molecules or ions with the total composition C5H14. Source: the Open Molecules 2025 dataset; level of theory: ωB97M-V/def2-TZVPD.

Structure (XYZ):
```
19
Properties=species:S:1:pos:R:3:forces:R:3:mulliken_charge:R:1
C -0.297 1.770 0.303 0.646 0.203 -0.730 -0.12
C 0.956 1.358 -0.481 -0.212 -0.662 -0.901 -1.03
C -1.190 2.644 -0.598 -0.276 0.251 1.083 -1.14
H -0.847 0.882 0.625 0.024 0.177 0.153 0.22
H -0.007 2.370 1.173 -0.148 -0.330 0.045 0.29
H 1.767 2.092 -0.464 -0.212 -0.033 0.093 0.36
H -0.615 3.373 -1.161 0.332 0.099 0.020 0.31
H 0.628 1.245 -1.525 0.271 0.216 0.018 0.30
H 1.365 0.361 -0.284 0.025 0.322 0.588 0.21
H -1.754 2.068 -1.357 -0.036 0.257 0.719 0.32
H -1.791 3.233 0.135 -0.373 -0.426 -1.092 0.32
C 0.375 -2.312 -0.162 2.277 0.198 0.595 -0.58
C 0.083 -3.272 1.021 -1.362 0.438 -2.138 -0.82
H -0.081 -1.324 -0.198 -0.590 -0.320 0.277 0.02
H 1.451 -2.062 -0.037 -0.395 -0.046 -0.482 0.22
H 0.311 -2.792 -1.126 -0.344 -0.087 -0.306 0.34
H 0.082 -4.282 0.600 0.236 -0.003 0.417 0.25
H -0.961 -3.070 1.280 0.352 -0.226 0.928 0.27
H 0.845 -3.158 1.768 -0.214 -0.028 0.712 0.29
```
Positions in Å, forces in eV/Å.

**SMILES string**: CCC.CC
**ΔE to the lowest compared entry with this formula, charge and spin**: 15.0 kcal/mol
**2S+1**: 1
**Gap between HOMO and LUMO**: 12.43 eV
**Molecular weight**: 74.17 g mol⁻¹

---

[5]
3 unconnected molecules or ions with the total composition C14H31BrN2O6P. Source: the Open Molecules 2025 dataset; level of theory: ωB97M-V/def2-TZVPD.

Structure (XYZ):
```
55
Properties=species:S:1:pos:R:3:forces:R:3:mulliken_charge:R:1
O -0.863 0.931 1.021 0.832 -0.078 0.279 -0.75
C -1.840 1.420 0.521 0.531 -0.754 0.348 0.74
O -2.853 1.049 0.003 -1.338 -0.282 -0.639 -0.61
O -1.747 2.983 0.484 -0.446 1.328 0.364 -0.22
C -2.373 3.671 1.399 0.881 -0.253 0.133 0.58
O -2.055 3.874 2.541 -0.454 -0.103 -0.687 -0.54
O -3.511 4.349 0.875 0.142 0.208 0.208 -0.17
P -5.019 3.807 0.971 0.107 0.551 0.072 0.28
O -4.751 2.435 1.766 -0.479 -0.396 0.152 -0.40
Br -5.408 3.023 -1.133 -0.080 -0.150 -0.238 -0.30
H -5.066 1.653 1.294 0.398 -0.095 -0.025 0.31
C -1.315 3.147 -2.722 -0.077 0.014 -0.062 -1.18
C -1.015 1.684 -2.991 0.047 0.032 0.100 -0.43
N -0.182 1.464 -4.170 -0.068 0.009 -0.020 0.16
C -0.134 0.078 -4.585 -0.019 -0.157 -0.084 -0.68
C 0.499 -0.947 -3.631 0.011 -0.023 -0.060 -0.95
C 1.078 2.178 -4.180 0.152 0.133 -0.001 -0.70
C 2.050 1.948 -3.011 0.037 0.011 -0.068 -0.84
H -1.753 3.629 -3.599 0.040 -0.031 -0.045 0.33
H -2.024 3.205 -1.900 -0.011 0.066 0.032 0.22
H -0.425 3.705 -2.425 -0.003 -0.009 0.022 0.27
H -1.959 1.160 -3.155 0.007 -0.051 -0.014 0.40
H -0.581 1.246 -2.080 -0.027 -0.014 -0.006 0.21
H 0.379 0.030 -5.552 0.042 0.033 0.019 0.35
H -1.164 -0.234 -4.781 -0.026 0.028 0.055 0.40
H 1.585 -0.863 -3.599 -0.006 0.039 0.042 0.22
H 0.263 -1.958 -3.972 -0.010 -0.003 -0.006 0.44
H 0.114 -0.845 -2.616 -0.002 0.018 0.009 0.24
H 0.856 3.247 -4.226 -0.058 -0.003 0.043 0.36
H 1.584 1.950 -5.124 -0.011 -0.074 0.005 0.39
H 1.538 1.983 -2.049 -0.017 0.003 0.007 0.17
H 2.809 2.734 -3.008 -0.002 0.009 -0.004 0.37
H 2.571 0.995 -3.086 -0.053 -0.032 0.039 0.26
C 2.087 -5.003 3.557 -0.022 -0.029 0.047 -1.45
C 1.268 -3.758 3.866 -0.068 -0.064 -0.085 -0.29
N 1.977 -2.529 3.577 0.153 0.073 0.034 0.12
C 1.333 -1.342 4.124 -0.125 0.087 0.142 -0.80
C -0.043 -0.965 3.572 0.048 0.072 0.043 -0.63
C 2.474 -2.395 2.217 0.049 -0.082 -0.187 -0.84
C 1.462 -2.487 1.065 0.061 0.081 -0.012 -0.64
H 3.054 -4.963 4.060 0.018 0.021 -0.021 0.33
H 1.555 -5.890 3.904 -0.002 -0.005 0.001 0.44
H 2.259 -5.125 2.487 0.006 0.011 -0.011 0.29
H 1.032 -3.751 4.934 -0.018 0.043 0.004 0.44
H 0.303 -3.833 3.339 0.009 -0.003 0.020 0.24
H 2.015 -0.498 3.989 0.027 -0.021 -0.067 0.38
H 1.260 -1.486 5.208 -0.009 -0.097 -0.019 0.37
H 0.010 -0.543 2.573 -0.067 -0.012 -0.013 0.02
H -0.495 -0.197 4.203 0.004 0.006 0.014 0.41
H -0.726 -1.816 3.555 0.018 -0.021 0.019 0.28
H 3.241 -3.160 2.062 -0.030 -0.036 0.040 0.39
H 3.007 -1.443 2.154 -0.058 0.049 0.038 0.33
H 0.780 -3.329 1.192 0.007 -0.019 0.003 0.23
H 1.996 -2.638 0.124 0.008 -0.007 0.000 0.35
H 0.866 -1.582 0.958 -0.050 -0.024 0.041 0.11
```
Positions in Å, forces in eV/Å.

**Charge**: -1
**2S+1**: 1
**Gap between HOMO and LUMO**: 8.54 eV
**Molecular weight**: 434.29 g mol⁻¹

---

- What is the formula in the fifth record?
  C14H31BrN2O6P

---

- Number 2 is which compound?
  C4H12

---

- Which of these has the highest gap between HOMO and LUMO?
  C5H14

---

- What is the formula in the first record?
  C18H19BF2NO8